Run A
Below is 2 unconnected molecules or ions with the total composition C16H17N, with properties calculated with the ωB97M-V functional and the def2-TZVPD basis.

Positions of all 34 atoms, in Å:
C 1.43460 -3.93740 2.61845
C 0.57589 -2.77839 2.28735
C -0.58775 -2.31471 2.80960
N -0.81802 -0.95244 2.47988
C 0.32134 -0.51224 1.83855
C 0.64343 0.75737 1.43432
C 1.91330 0.99380 0.90913
C 2.77717 -0.06074 0.73540
C 2.39703 -1.37944 0.99065
C 1.21603 -1.58242 1.68749
H 0.82230 -4.77210 3.01687
H 2.21864 -3.68271 3.30472
H 1.78281 -4.38516 1.70176
H -1.39846 -2.89668 3.22988
H -1.32697 -0.30405 3.04396
H -0.08452 1.55884 1.46561
H 2.31967 1.97451 0.80237
H 3.72269 0.08602 0.15565
H 3.07970 -2.16743 0.72002
C 0.56105 1.51731 -3.29277
C -0.73462 1.64899 -2.54834
C -1.69574 2.49074 -3.22021
C -2.94986 2.58171 -2.63623
C -3.28911 1.94414 -1.45930
C -2.32868 1.24471 -0.79591
C -1.09286 1.00727 -1.37562
H 1.15358 0.66052 -2.95257
H 1.17924 2.42443 -3.23643
H 0.48742 1.36980 -4.37365
H -1.68425 2.81984 -4.26580
H -3.61083 3.35742 -3.14494
H -4.32072 2.15534 -1.06071
H -2.44714 0.71086 0.13098
H -0.23637 0.42227 -1.00016

Orbital gap ... 8.9 eV
HOMO level ... -0.2952 Eh
SMILES ... Cc1c[nH]c2ccccc12.Cc1ccccc1

---

Run B
Below is 2 unconnected molecules or ions with the total composition C16H17N, with properties calculated with the ωB97M-V functional and the def2-TZVPD basis.

Positions of all 34 atoms, in Å:
C 2.73581 1.74806 0.02926
C 2.69619 0.46055 -0.64425
C 3.64366 -0.27490 -1.37507
N 3.05054 -1.23856 -2.27501
C 1.64935 -1.05933 -2.14113
C 0.62933 -1.88733 -2.64324
C -0.69681 -1.32985 -2.60082
C -0.89283 -0.15931 -1.92992
C 0.08899 0.53554 -1.16595
C 1.42659 0.02614 -1.20720
H 2.37836 2.57222 -0.48042
H 3.69927 2.09944 0.24048
H 2.20167 1.87184 0.99692
H 4.70257 -0.31670 -1.51680
H 3.50792 -2.07951 -2.42344
H 0.97347 -2.83588 -2.87859
H -1.38094 -1.97833 -3.29183
H -1.83639 0.18668 -2.06858
H -0.19460 1.41351 -0.69045
C -1.42608 -1.34279 0.81628
C -1.73697 -0.28233 1.68000
C -1.14000 -0.00362 2.90604
C -1.57247 1.07363 3.68200
C -2.70731 1.67198 3.38886
C -3.21093 1.44804 2.13355
C -2.78640 0.52841 1.17837
H -1.69401 -2.28296 1.29453
H -0.28650 -1.41325 0.64353
H -1.81394 -1.08418 -0.20776
H -0.38061 -0.61645 3.31065
H -0.99177 1.23928 4.52195
H -3.26500 2.46811 3.97619
H -3.98405 1.98902 1.74474
H -3.18996 0.51970 0.11321

Orbital gap ... 8.9 eV
HOMO level ... -0.2929 Eh
SMILES ... Cc1c[nH]c2ccccc12.Cc1ccccc1

---

Most stable = run A

---

Run A
Below is a molecular structure, C4H8N2, with properties calculated with the ωB97M-V functional and the def2-TZVPD basis.

Positions of all 14 atoms, in Å:
C 2.00752 -0.65854 0.27204
C 0.40941 -0.03836 -0.73643
C -1.74190 0.46708 -1.63242
C 0.18740 0.11840 1.93739
N 1.57108 -0.46414 -1.11550
N 0.81470 -0.25629 0.71868
H 2.90053 -1.18580 0.61733
H -2.33727 -0.33892 -1.25326
H -1.18951 0.60390 -2.53126
H -2.12898 1.25167 -0.99944
H 0.21696 1.21427 1.95624
H 0.72011 -0.28944 2.76682
H -0.86384 -0.26266 1.88079
H 2.00453 -0.37328 -2.13896

Orbital gap (spin up / spin down) ... 8.5 / 7.0 eV
HOMO level (spin up / spin down) ... -0.6881 / -0.7723 Eh
Charge ... +2
2S+1 ... 3

---

Run B
Below is 2 unconnected molecules or ions with the total composition C4H8N2, with properties calculated with the ωB97M-V functional and the def2-TZVPD basis.

Positions of all 14 atoms, in Å:
C 1.54731 -0.03328 -0.18872
C -1.98588 0.73813 -0.72751
C 1.41458 1.08224 0.44802
C -1.31399 -0.74847 1.16465
N -1.51464 -0.01303 0.16769
N 1.79564 -1.08738 -0.78492
H -2.20742 0.32769 -1.68044
H -2.25281 1.74315 -0.54984
H 0.67363 1.77409 0.13577
H 2.45518 1.52142 0.75812
H -0.41755 -1.26932 1.35629
H -2.14743 -0.88994 2.00028
H 2.30358 -1.08655 -1.74424
H 1.64980 -2.05877 -0.35516

Orbital gap (spin up / spin down) ... 8.0 / 7.0 eV
HOMO level (spin up / spin down) ... -0.6324 / -0.7605 Eh
Charge ... +2
2S+1 ... 3

---

Most stable = run B

---

Run A
Below is a gas-phase ion, C8H20N5 (charge +1), with properties calculated with the ωB97M-V functional and the def2-TZVPD basis.

Positions of all 33 atoms, in Å:
C 1.87271 -0.29347 -4.29330
C 2.30347 -0.71514 -2.87508
C 1.60719 0.19014 -1.73403
C 1.70228 -0.27790 -0.36065
C 2.79054 -0.53165 0.63553
N 0.22602 -0.78572 0.11068
N 0.01708 -1.08868 1.38101
C -1.03954 -0.95380 2.13073
C -1.00610 -1.52474 3.49624
N -2.19797 -0.22576 1.68511
N -2.20550 0.42735 0.45961
C -2.36552 1.98756 0.67502
N -3.59690 2.23130 1.34425
H 2.49367 -0.93853 -4.86304
H 2.13589 0.86395 -4.45199
H 0.76058 -0.33186 -4.32862
H 3.41306 -0.65122 -2.67105
H 1.88143 -1.75042 -2.73890
H 0.51305 0.46809 -2.02029
H 1.99730 1.18933 -1.70376
H 3.74070 0.06992 0.37542
H 3.09444 -1.59697 0.73803
H 2.31576 -0.34480 1.62977
H -0.47026 -0.44919 -0.47645
H -0.24536 -2.32475 3.48035
H -1.92294 -1.85615 4.02457
H -0.50641 -0.79411 4.15132
H -2.92927 0.00031 2.41546
H -2.82225 -0.09380 -0.23439
H -1.39464 2.32447 1.16367
H -2.40913 2.39207 -0.33175
H -4.31183 2.85202 0.86020
H -3.44156 2.53216 2.32631

Orbital gap (spin up / spin down) ... 7.0 / 7.2 eV
HOMO level (spin up / spin down) ... -0.4242 / -0.4265 Eh
Charge ... +1
SMILES ... CCC/C(C)=[NH+]/N=C(/C)NNCN

---

Run B
Below is a molecular structure, C8H20N5, with properties calculated with the ωB97M-V functional and the def2-TZVPD basis.

Positions of all 33 atoms, in Å:
C -2.34914 1.25413 -0.37856
C 3.64180 1.64114 -0.21290
C -0.84878 -3.37027 -0.69292
C -1.35909 0.35590 2.08797
C 2.51466 0.67368 -0.39820
C -1.14676 -1.86886 -0.55454
C 1.27285 0.92075 0.57093
C -0.02911 -1.13815 0.14529
N -3.43926 1.78063 -0.20667
N -0.25708 0.88134 -1.26738
N -1.63836 0.90654 -1.39032
N -0.98247 1.01944 0.88975
N -0.02130 0.38880 0.10235
H 4.36347 1.33098 -1.03100
H 3.27966 2.62654 -0.45427
H 4.23336 1.50267 0.81583
H -1.67194 -3.83430 -1.26304
H 0.03903 -3.51157 -1.40842
H -0.84551 -3.64881 0.42206
H -2.03930 1.13990 2.65113
H -1.79570 -0.57708 2.05424
H -0.39505 0.33081 2.65255
H 2.99831 -0.30711 -0.16284
H 2.18244 0.68413 -1.34821
H -2.10325 -1.77324 -0.03804
H -1.38700 -1.50552 -1.50888
H 1.55016 0.50672 1.51580
H 1.04498 1.91113 0.58405
H 0.13314 -1.34328 1.16004
H 0.95558 -1.45748 -0.45125
H -3.89389 1.98588 0.70485
H 0.03038 1.83928 -1.39066
H -2.03687 0.65525 -2.19875

Orbital gap ... 10.8 eV
HOMO level ... -0.4834 Eh
Charge ... +1

---

Most stable = run A

---

Run A
Below is 6 unconnected molecules or ions with the total composition C18H48O18S6, with properties calculated with the ωB97M-V functional and the def2-TZVPD basis.

Positions of all 90 atoms, in Å:
C 10.03671 9.84784 5.53653
C 9.81304 9.14357 4.19749
O 8.57728 9.50363 3.64640
S 7.89996 8.69240 2.39980
C 6.95094 7.35695 3.32079
O 6.94700 9.57686 1.75606
O 8.92283 8.05345 1.52005
H 10.17384 10.92404 5.43122
H 10.91732 9.49848 6.07557
H 9.19425 9.75841 6.22235
H 10.57597 9.50004 3.50543
H 9.90010 8.06816 4.35251
H 7.75281 6.86918 3.87502
H 6.33445 6.78348 2.62857
H 6.31482 7.94012 3.98666
C -5.76112 -11.02638 -3.53628
C -7.00626 -10.14758 -3.43385
O -7.15538 -9.67120 -2.13959
S -8.16436 -8.47302 -1.80511
C -9.81810 -9.36133 -1.51393
O -7.75076 -7.85708 -0.53531
O -8.27976 -7.64326 -2.99416
H -5.65545 -11.86268 -2.84525
H -4.83302 -10.48410 -3.35558
H -5.53709 -11.59230 -4.44051
H -7.11252 -9.54756 -4.33761
H -7.84455 -10.84285 -3.38967
H -10.52939 -8.68371 -1.04171
H -9.67109 -10.24071 -0.88689
H -10.13923 -9.79954 -2.45890
C 0.70838 -0.28148 -0.16765
C 0.42763 -1.15972 -1.41054
O -0.77475 -1.92283 -1.29041
S -1.09432 -3.07542 -2.48098
C -2.66424 -3.79580 -1.85600
O -1.40735 -2.35675 -3.66951
O -0.01604 -4.16816 -2.46451
H 1.49808 0.46002 -0.28853
H 1.00747 -0.88035 0.69260
H -0.17823 0.26335 0.15669
H 0.47524 -0.54681 -2.31065
H 1.27724 -1.83702 -1.49741
H -3.30553 -2.93508 -1.66621
H -2.24564 -4.24371 -0.95475
H -3.02042 -4.53880 -2.56957
C -5.62644 7.24316 3.84048
C -4.62367 6.20966 3.52702
O -4.07711 6.34938 2.27259
S -2.43872 6.87174 2.23756
C -2.61737 8.58583 2.98284
O -1.78196 6.06473 3.29054
O -1.98082 6.97198 0.83220
H -5.96820 7.03914 4.85522
H -6.42072 7.34291 3.10069
H -5.37676 8.29479 3.98122
H -3.92519 6.17426 4.36307
H -5.04194 5.20384 3.56531
H -3.56364 8.96313 2.59515
H -1.72763 9.19674 2.83032
H -2.58897 8.34405 4.04531
C 2.22868 0.93756 -10.29033
C 1.99465 0.94525 -8.73671
O 1.70889 2.29516 -8.27173
S 0.29239 3.05519 -8.82995
C 1.07464 4.04220 -10.25906
O -0.56662 2.05013 -9.45385
O -0.18618 4.02364 -7.75058
H 2.72746 1.83818 -10.64839
H 1.21948 0.91939 -10.70176
H 2.71945 0.05745 -10.70586
H 1.20528 0.28808 -8.37184
H 2.97101 0.63829 -8.36173
H 1.72657 4.77260 -9.77988
H 0.15694 4.29419 -10.79048
H 1.50257 3.40340 -11.03166
C 0.72601 -5.81832 5.19633
C 0.95106 -5.71110 6.67143
O 2.23249 -5.22020 6.94930
S 3.26388 -6.21408 7.74050
C 3.54448 -7.60611 6.58050
O 4.54339 -5.55182 7.82979
O 2.61994 -6.76366 8.93526
H 1.34310 -6.65807 4.87677
H 0.94924 -4.93756 4.59421
H -0.32002 -6.06125 5.00953
H 0.19461 -5.02792 7.05764
H 0.53886 -6.59276 7.16222
H 4.35628 -8.25534 6.90848
H 3.73214 -7.17297 5.59800
H 2.56766 -8.08963 6.59166

Orbital gap ... 11.2 eV
HOMO level ... -0.3917 Eh
SMILES ... CCOS(C)(=O)=O.CCOS(C)(=O)=O.CCOS(C)(=O)=O.CCOS(C)(=O)=O.CCOS(C)(=O)=O.CCOS(C)(=O)=O

---

Run B
Below is 6 unconnected molecules or ions with the total composition C18H48O18S6, with properties calculated with the ωB97M-V functional and the def2-TZVPD basis.

Positions of all 90 atoms, in Å:
C -5.38926 10.03335 -2.38143
C -6.39492 10.88154 -3.27257
O -7.32246 11.34344 -2.29498
S -8.94748 11.48404 -2.61447
C -9.61114 9.75683 -2.09929
O -9.58755 12.40492 -1.73085
O -9.08573 11.55680 -4.05875
H -5.85843 9.19567 -1.86543
H -4.73743 10.56701 -1.68974
H -4.63948 9.64233 -3.06921
H -5.96348 11.76148 -3.74972
H -6.89994 10.29021 -4.03637
H -8.94762 9.02803 -2.56480
H -10.53069 9.52315 -2.63585
H -9.55057 9.60265 -1.02194
C -6.28450 6.51043 -7.78377
C -6.08274 5.34524 -8.74616
O -7.37460 4.99516 -9.13766
S -7.76415 3.43988 -9.43653
C -8.45209 3.03094 -7.75373
O -8.93902 3.46252 -10.37217
O -6.54093 2.63804 -9.80697
H -5.43624 6.76077 -7.14666
H -7.08795 6.35250 -7.06431
H -6.54155 7.32149 -8.46509
H -5.46597 5.48724 -9.63358
H -5.83887 4.51549 -8.08274
H -7.78441 3.37483 -6.96378
H -8.62479 1.95689 -7.68516
H -9.37838 3.56138 -7.53311
C -3.28275 -6.13475 -0.97710
C -2.32364 -7.00206 -0.06055
O -1.25093 -7.66693 -0.72603
S 0.27283 -7.54881 -0.16865
C 0.01826 -8.68876 1.34016
O 1.18668 -8.22568 -1.10029
O 0.58397 -6.14161 0.20548
H -3.70403 -6.67304 -1.82614
H -2.81986 -5.19559 -1.28007
H -4.14433 -5.95685 -0.33356
H -1.90913 -6.35701 0.71418
H -2.93480 -7.76296 0.42485
H 0.54080 -9.62323 1.13568
H -1.03507 -8.95693 1.42187
H 0.19071 -8.05897 2.21293
C 2.10484 11.40982 1.28315
C 2.54459 9.96323 1.27013
O 1.50300 9.29812 0.73234
S 1.05969 7.77495 1.27341
C 2.07221 6.74088 0.12523
O 1.55248 7.52950 2.66735
O -0.36275 7.68777 0.99817
H 1.88040 11.70483 0.25812
H 2.78190 12.19137 1.62792
H 1.15154 11.44953 1.81016
H 3.36569 9.86284 0.56034
H 2.85250 9.70129 2.28238
H 2.11881 7.24766 -0.83867
H 1.58444 5.76770 0.06961
H 3.07016 6.70581 0.56221
C -5.63900 -2.92687 9.56832
C -6.25217 -2.48222 8.28778
O -7.56550 -3.04582 8.18297
S -8.32842 -2.85441 6.64248
C -7.55517 -4.29347 5.73586
O -9.79133 -3.07449 6.77082
O -7.84060 -1.59097 6.09659
H -5.53214 -4.01161 9.56373
H -6.31228 -2.63509 10.37435
H -4.68697 -2.41514 9.70932
H -6.41675 -1.40639 8.22783
H -5.58436 -2.90947 7.53973
H -6.47748 -4.27928 5.89861
H -7.74074 -4.10736 4.67802
H -8.10469 -5.22090 5.89713
C -5.57817 -0.01041 0.08434
C -5.56493 0.63393 -1.28966
O -6.19703 1.89349 -1.27621
S -5.48910 3.02903 -2.25529
C -4.17509 3.53903 -1.09218
O -4.95793 2.38184 -3.45730
O -6.40874 4.15962 -2.39419
H -4.85188 0.57079 0.65249
H -5.19345 -1.03019 0.09649
H -6.53781 0.03344 0.59937
H -4.48856 0.71390 -1.44175
H -6.02680 0.03409 -2.07385
H -3.52119 2.67008 -1.01848
H -4.59461 3.82934 -0.12894
H -3.65198 4.46231 -1.34121

Orbital gap ... 11.0 eV
HOMO level ... -0.4045 Eh
SMILES ... CCOS(C)(=O)=O.CCOS(C)(=O)=O.CCOS(C)(=O)=O.CCOS(C)(=O)=O.CCOS(C)(=O)=O.CCOS(C)(=O)=O

---

Most stable = run B